DFT (wB97M-V/def2-TZVPD) results for a molecular structure, CH5O2Sr.

The geometry in XYZ format:
```
9
Properties=species:S:1:pos:R:3:forces:R:3:nbo_charge:R:1
O -1.58275 2.27432 -0.73265 1.3 -1.7 0.4 -0.960
Sr 1.31279 1.48655 1.72333 0.0 -0.8 -0.7 0.970
H -1.69793 2.49649 -1.65974 0.1 -0.1 -0.1 0.476
C 0.57884 -1.56886 0.27967 0.1 0.0 -0.1 -0.226
H -0.30658 -1.59761 -0.38244 0.2 0.0 0.1 0.138
H 1.28677 -2.33442 -0.08704 -0.2 0.1 0.1 0.148
H 0.23641 -1.89317 1.28033 0.0 -0.1 -0.1 0.128
O 1.17341 -0.30937 0.30415 -0.3 1.0 0.8 -1.153
H -1.00097 1.44607 -0.72561 -1.2 1.6 -0.2 0.479
```
Forces are in eV/Å.

Calculated values
E_tot	-222.2243	Eh
E_LUMO (alpha / beta)	0.11 / -0.23	eV
gap between HOMO and LUMO (alpha / beta)	0.1952 / 0.3090	Eh
HOMO energy (alpha / beta)	-5.20 / -8.64	eV
spin multiplicity	2
relative energy (zero: lowest compared OMol25 entry of this formula, charge and spin)	7.3	kJ/mol
max |F|	2.17	eV/Å
total charge	0